{
  "formula": "C4H5NOS2",
  "method": "ωB97M-V/def2-TZVPD",
  "symbols": ["C", "C", "C", "C", "H", "H", "H", "H", "H", "N", "O", "S", "S"],
  "positions_angstrom": [[-0.39049, 0.38881, 0.89119], [-1.06971, 0.45563, -1.17672], [0.01980, -0.35561, -1.14980], [0.47054, -0.42457, 0.22811], [-0.75122, 1.68140, 2.25514], [0.26129, 0.38984, 2.84111], [-1.71748, 0.85904, -1.92709], [-0.04592, -0.85647, -3.49440], [2.70621, -0.88793, 0.77313], [-0.47779, 0.70280, 2.19182], [-1.26056, 0.93027, 0.07749], [0.72800, -1.32764, -2.49114], [1.52732, -1.55557, 0.98114]],
  "forces_ev_per_a": [[1.4, -1.0, -0.3], [1.3, -0.5, -0.5], [-0.3, -0.7, -1.1], [-0.6, -0.2, -1.1], [0.1, -0.3, 0.7], [-0.6, 0.4, -1.0], [0.0, -0.1, -0.2], [0.1, 0.0, 0.4], [-0.5, -0.4, 0.1], [-0.2, 1.0, 1.6], [-1.6, 1.3, 0.6], [-0.3, 0.5, 0.6], [1.2, 0.1, 0.1]],
  "orbital_gap_ev": 8.5,
  "energy_ev": -29436.251,
  "charge": 0,
  "homo_energy_ev": -7.845,
  "smiles": "Nc1occ(S)c1S",
  "lumo_energy_ev": 0.70,
  "e_above_lowest_kcal_mol": 19.4
}

***

{
  "formula": "C14H26N2O4S",
  "method": "ωB97M-V/def2-TZVPD",
  "symbols": ["C", "H", "C", "C", "H", "H", "S", "O", "O", "N", "C", "C", "H", "H", "C", "C", "O", "N", "H", "C", "H", "H", "C", "C", "H", "C", "H", "C", "H", "O", "H", "H", "H", "H", "C", "C", "H", "H", "H", "H", "H", "H", "H", "H", "H", "H", "H"],
  "positions_angstrom": [[7.04284, 1.04081, -1.29469], [7.13425, 0.21048, -1.99106], [5.96738, 0.75087, -0.25319], [4.60313, 0.53379, -0.87991], [4.23339, 1.41759, -1.39054], [4.58804, -0.32264, -1.54719], [3.41618, 0.19246, 0.44918], [3.27702, 1.37809, 1.24684], [3.82110, -1.01472, 1.11764], [2.00692, -0.02496, -0.43802], [1.71982, -1.39767, -0.80271], [1.07657, -2.18594, 0.33935], [1.81653, -2.31026, 1.13146], [0.78204, -3.16849, -0.03149], [-0.14625, -1.45927, 0.90740], [-1.31935, -1.46007, -0.07318], [-1.22947, -1.71256, -1.25478], [-2.50045, -1.15750, 0.51963], [-2.50789, -0.91990, 1.49868], [-3.71908, -0.95510, -0.22342], [-3.55246, -1.34831, -1.22836], [-4.53778, -1.50763, 0.24584], [-4.08949, 0.53810, -0.34178], [-4.62087, 1.12230, 0.97404], [-4.39645, 2.18802, 1.02882], [-6.12655, 0.90674, 0.83702], [-6.39539, -0.11025, 1.12410], [-6.32614, 1.10778, -0.66426], [-6.50100, 2.16776, -0.89480], [-5.12646, 0.69198, -1.29602], [-7.15238, 0.52014, -1.07182], [-6.71307, 1.60556, 1.42837], [-4.20048, 0.63064, 1.84899], [-3.20579, 1.07812, -0.70640], [0.23362, -0.01314, 1.26162], [0.84488, 0.68589, 0.04788], [1.17436, 1.68973, 0.31630], [0.12193, 0.74249, -0.77155], [-0.63625, 0.54804, 1.61037], [0.98334, -0.02325, 2.05611], [-0.47299, -1.97668, 1.81741], [2.66398, -1.86488, -1.08402], [1.04918, -1.38177, -1.66511], [5.89172, 1.58176, 0.45046], [6.22711, -0.14309, 0.31669], [6.79645, 1.93731, -1.85875], [8.00421, 1.19164, -0.81112]],
  "forces_ev_per_a": [[-0.2, 0.0, 0.2], [0.1, -0.1, -0.1], [0.2, 0.0, 0.0], [-0.3, -0.1, 0.8], [-0.1, 0.1, -0.1], [-0.1, -0.1, -0.1], [0.1, 0.2, -0.9], [-0.2, 0.3, -0.1], [0.0, -0.2, -0.2], [0.9, 0.3, 0.5], [0.1, -0.7, -0.2], [-0.2, 0.0, -0.1], [-0.1, -0.1, 0.0], [0.0, 0.0, 0.0], [0.2, -0.1, -0.1], [0.1, -0.1, 0.7], [0.1, -0.1, -0.5], [-0.4, 0.2, 0.2], [0.1, -0.1, -0.1], [-0.2, 0.3, -0.4], [-0.1, 0.0, 0.1], [0.0, 0.0, -0.1], [0.4, -0.3, 0.2], [0.0, 0.0, -0.3], [0.0, 0.0, 0.1], [0.1, 0.0, -0.2], [0.0, 0.0, 0.0], [-0.3, 0.2, 0.1], [0.0, -0.1, 0.0], [0.1, -0.2, 0.0], [0.0, 0.1, 0.0], [0.0, 0.0, 0.0], [0.1, 0.0, 0.1], [-0.1, -0.1, 0.1], [0.0, 0.0, -0.2], [-0.3, 0.5, 0.5], [-0.3, 0.0, -0.1], [0.1, 0.0, 0.0], [0.0, 0.0, 0.1], [-0.1, 0.0, 0.1], [0.0, 0.1, -0.1], [-0.1, -0.1, -0.1], [0.2, 0.0, 0.1], [0.1, 0.0, 0.0], [0.1, 0.1, 0.0], [0.0, 0.1, -0.1], [0.1, 0.0, 0.0]],
  "orbital_gap_ev": 9.9,
  "energy_ev": -36945.719,
  "charge": 0,
  "homo_energy_ev": -9.262,
  "smiles": "CCCS(=O)(=O)N1CCC(C(=O)NC[C@@H]2CCCO2)CC1",
  "lumo_energy_ev": 0.68,
  "e_above_lowest_kcal_mol": 4.5
}

***

{
  "formula": "C16H36IN3O6P",
  "method": "ωB97M-V/def2-TZVPD",
  "symbols": ["C", "C", "C", "C", "C", "C", "C", "C", "C", "N", "O", "C", "N", "C", "P", "O", "O", "O", "N", "C", "C", "O", "I", "H", "H", "H", "H", "H", "H", "H", "H", "H", "H", "H", "H", "H", "H", "H", "H", "H", "H", "H", "H", "H", "H", "H", "H", "H", "H", "H", "H", "C", "C", "C", "O", "H", "H", "H", "H", "H", "H", "H", "H"],
  "positions_angstrom": [[6.17476, -0.67337, 2.05074], [7.37872, -0.44159, 0.91958], [7.11037, -1.24677, -0.48849], [6.44885, -0.28930, -1.65998], [4.82263, -0.23808, -1.34980], [4.10994, -1.57109, -2.02168], [3.43332, -2.56974, -0.86440], [2.05778, -3.29615, -1.44762], [0.71490, -2.99197, -0.55861], [0.32156, -1.53339, -0.46393], [0.82028, -0.78819, -1.46377], [-1.20676, -1.35646, -0.58548], [-1.95556, -1.55177, -1.92053], [-2.34538, -0.15146, -2.37262], [-4.13988, 0.35814, -1.94868], [-4.83793, 1.02180, -3.23493], [-4.13521, 1.61515, -0.70168], [-5.13369, -0.93066, -1.32863], [-1.92713, -1.03039, 0.56792], [-1.17871, -0.78656, 1.89453], [-2.36220, -0.32691, 2.96999], [-3.24590, 0.65804, 2.65380], [-2.51604, -1.35808, 4.89718], [6.63780, -0.80583, 3.12900], [5.52696, 0.32443, 2.10262], [5.50222, -1.60774, 1.76047], [8.36429, -0.82854, 1.41867], [7.48533, 0.69746, 0.65130], [8.16625, -1.65812, -0.84673], [6.36361, -2.14675, -0.33494], [6.93108, 0.79103, -1.50837], [6.68186, -0.66157, -2.76215], [4.38257, 0.77015, -1.80910], [4.58878, -0.19891, -0.19504], [4.83828, -2.14603, -2.74223], [3.17659, -1.16088, -2.63880], [4.22960, -3.35282, -0.46130], [3.08473, -1.86452, 0.00246], [1.91542, -3.12337, -2.61676], [2.26529, -4.46725, -1.34253], [-0.22617, -3.59213, -0.94421], [0.92985, -3.37057, 0.54110], [1.49496, -0.16241, -1.01863], [-2.80608, -2.11382, -1.63627], [-1.59259, 0.61165, -1.86910], [-2.21258, -0.03421, -3.54539], [-4.62383, 1.21678, 0.10275], [-6.10950, -0.66988, -1.28124], [-2.98429, -0.91389, 0.52497], [-0.79870, -1.87127, 2.20521], [-0.30649, -0.01109, 1.79962], [-7.56675, 3.67975, 1.02080], [-6.90580, 4.58393, 2.04899], [-5.57358, 5.11551, 1.54466], [-6.69686, 3.85382, 3.25501], [-6.93826, 2.80882, 0.80313], [-8.51848, 3.29475, 1.40226], [-7.75537, 4.21679, 0.08598], [-7.57113, 5.42184, 2.28417], [-4.87453, 4.29554, 1.34561], [-5.10367, 5.75466, 2.29981], [-5.70248, 5.69561, 0.62556], [-6.10705, 3.10787, 3.05577]],
  "forces_ev_per_a": [[0.2, 0.9, -0.2], [-0.5, -0.5, 0.2], [0.5, 0.0, -0.5], [0.1, 0.4, 1.4], [0.4, 0.2, -0.8], [-1.3, 0.6, 0.5], [-0.3, 0.8, -0.7], [0.7, -1.3, -0.2], [-0.1, -2.1, 0.4], [-3.8, -0.8, 1.6], [2.3, 2.6, -1.0], [-1.5, -0.2, 1.6], [0.7, 0.8, 3.6], [0.9, 0.6, -0.4], [-5.3, 4.6, -3.6], [3.2, -3.0, 5.0], [-0.6, -4.3, -0.3], [1.5, 2.1, -0.2], [2.8, -0.5, -3.1], [-0.9, -1.4, 1.0], [-4.1, 5.2, -2.0], [6.0, -6.8, 1.7], [0.3, 0.8, -1.7], [-1.0, 0.1, -2.3], [1.1, -2.3, -0.1], [1.4, 2.0, 0.7], [-1.8, 0.8, -1.2], [-0.1, -2.2, 0.7], [-2.4, 0.7, 0.6], [1.7, 1.6, -0.2], [-1.1, -2.3, -0.5], [-0.6, 0.7, 2.4], [0.8, -2.3, 0.8], [0.7, -0.1, -2.2], [-1.5, 1.1, 1.5], [2.1, -1.1, 1.0], [-1.9, 1.7, -0.8], [0.9, -1.4, -1.3], [0.2, -0.1, 2.7], [-0.9, 2.5, -0.2], [2.1, 0.9, 0.5], [-0.4, 0.9, -2.2], [-1.5, -1.3, -1.1], [1.0, 0.8, -0.7], [-1.8, -1.3, -1.1], [-0.6, -0.4, 2.5], [1.1, 1.1, -1.6], [1.8, -0.1, -0.4], [1.8, -0.1, 0.1], [-0.6, 2.7, -0.4], [-1.9, -1.5, 0.1], [-0.4, 0.1, -0.1], [0.4, -0.4, -0.3], [0.1, 0.4, 0.1], [0.0, -0.1, 0.2], [0.1, 0.1, 0.0], [0.1, 0.1, -0.1], [0.0, -0.1, 0.1], [0.1, -0.2, 0.2], [-0.1, 0.0, -0.1], [-0.1, 0.0, -0.1], [0.1, -0.1, 0.1], [-0.2, 0.4, 0.1]],
  "orbital_gap_ev": 6.7,
  "energy_ev": -51304.723,
  "charge": 1,
  "homo_energy_ev": -11.861,
  "lumo_energy_ev": -5.18
}